15
Properties=species:S:1:pos:R:3:mulliken_charge:R:1 method="wB97M-V/def2-TZVPD" homo_lumo_gap_ev=8.616 total_energy_ev=-16614.727 e_above_lowest_ev=4.727 multiplicity=1
C -1.997 -0.651 1.049 -0.43
C -2.332 0.236 -1.103 -0.47
C 1.194 0.922 1.008 -0.80
C 1.931 -0.500 -1.337 -0.79
N -2.521 -0.238 -0.004 0.06
S 1.131 -0.668 0.290 -0.06
H -1.677 -0.223 1.991 0.33
H -3.118 0.414 -1.703 0.29
H 0.233 1.384 0.822 0.23
H 1.310 0.812 2.092 0.28
H 1.830 1.646 0.507 0.33
H 2.820 0.167 -1.303 0.27
H 2.084 -1.470 -1.555 0.33
H 1.074 -0.019 -1.911 0.21
H -1.962 -1.812 1.158 0.20